DFT (ωB97M-V with the def2-TZVPD basis set) results for a molecular structure, C43H74GeN5O3PV.

Its spin multiplicity is 3. The calculation puts the HOMO energy (spin up / spin down) at -0.3594 / -0.3870 hartree. Its LUMO energy (spin up / spin down) is -1.5571 / -1.5745 eV. For the total energy, the calculation gives -5544.5698 hartree. Its charge is +1.

The geometry in XYZ format:
```
128
C43H74GeN5O3PV | the Open Molecules 2025 dataset | ωB97M-V with the def2-TZVPD basis set
V -0.63 -0.17 0.98
C 2.34 -0.05 -4.02
C 0.92 0.08 -4.58
C 0.13 1.24 -4.06
C -0.18 2.33 -4.87
C -0.88 3.40 -4.34
C -1.25 3.36 -3.00
C -0.92 2.23 -2.27
N -0.26 1.19 -2.78
N 2.45 -0.71 -2.71
C 3.43 -1.79 -2.71
C 3.02 -3.04 -1.95
C 4.00 -3.97 -1.61
C 3.62 -5.18 -1.07
C 2.27 -5.44 -0.88
C 1.37 -4.44 -1.21
N 1.73 -3.27 -1.73
C 2.69 0.32 -1.67
C 3.19 -0.15 -0.33
C 4.53 -0.02 0.01
C 4.97 -0.41 1.26
C 4.04 -0.92 2.15
C 2.72 -1.01 1.74
N 2.30 -0.63 0.54
H 2.82 0.94 -4.00
H 2.89 -0.63 -4.75
H 0.39 -0.84 -4.38
H 1.02 0.19 -5.67
H 0.12 2.33 -5.91
H -1.13 4.25 -4.95
H -1.79 4.17 -2.54
H -1.19 2.14 -1.22
H 4.41 -1.46 -2.33
H 3.61 -2.13 -3.73
H 5.05 -3.73 -1.78
H 4.37 -5.92 -0.81
H 1.93 -6.38 -0.48
H 0.31 -4.59 -1.06
H 1.75 0.84 -1.52
H 3.44 1.03 -2.05
H 5.23 0.40 -0.71
H 6.01 -0.31 1.54
H 4.32 -1.22 3.15
H 1.96 -1.39 2.41
C -1.26 -2.68 3.69
C -0.65 -2.93 2.32
C -1.65 -3.67 1.44
C 0.63 -3.74 2.45
O -0.37 -1.67 1.70
Ge -0.12 -1.61 -1.64
O -0.93 -2.61 -2.82
C -1.39 -3.46 -3.88
C -2.03 -4.68 -3.25
C -2.40 -2.68 -4.72
C -0.21 -3.90 -4.75
O -1.77 -0.59 -0.61
C -3.19 -0.49 -0.74
C -3.75 -1.81 -1.25
C -3.51 0.61 -1.75
C -3.81 -0.14 0.61
H -1.50 -3.63 4.17
H -2.18 -2.10 3.59
H -0.57 -2.13 4.33
H -1.97 -4.60 1.92
H -1.22 -3.90 0.47
H -2.53 -3.04 1.28
H 0.39 -4.79 2.59
H 1.23 -3.42 3.31
H 1.23 -3.64 1.55
H -2.82 -4.38 -2.55
H -1.28 -5.26 -2.71
H -2.47 -5.31 -4.02
H -3.32 -2.52 -4.17
H -2.63 -3.22 -5.64
H -1.98 -1.70 -4.99
H 0.61 -4.23 -4.12
H 0.14 -3.09 -5.39
H -0.52 -4.72 -5.40
H -3.27 -2.08 -2.19
H -4.83 -1.72 -1.42
H -3.59 -2.61 -0.54
H -3.00 0.42 -2.69
H -3.19 1.59 -1.37
H -4.58 0.65 -1.93
H -3.72 -0.99 1.31
H -4.87 0.10 0.50
H -3.29 0.72 1.04
C -0.03 3.23 5.26
C 0.08 2.16 4.17
C 1.52 1.60 4.14
C -0.84 0.99 4.53
P -0.31 2.76 2.41
N -0.52 1.52 1.45
C -1.90 3.77 2.44
C -2.44 3.86 1.00
C -1.76 5.18 3.04
C -2.94 2.98 3.25
C 1.13 3.81 1.77
C 1.69 4.80 2.79
C 0.65 4.58 0.53
C 2.23 2.85 1.29
H 0.34 2.81 6.19
H -1.06 3.54 5.42
H 0.56 4.12 5.05
H 1.69 1.05 5.06
H 2.27 2.38 4.08
H 1.65 0.92 3.30
H -0.37 0.42 5.35
H -0.97 0.31 3.70
H -1.81 1.31 4.88
H -1.87 4.54 0.38
H -2.45 2.88 0.53
H -3.47 4.24 1.04
H -1.17 5.84 2.42
H -1.32 5.16 4.04
H -2.76 5.61 3.13
H -2.94 1.92 2.98
H -3.93 3.38 3.03
H -2.78 3.07 4.32
H 0.94 5.50 3.15
H 2.47 5.39 2.29
H 2.15 4.32 3.64
H -0.07 5.36 0.77
H 0.24 3.91 -0.22
H 1.52 5.08 0.09
H 2.92 2.55 2.08
H 2.83 3.35 0.52
H 1.80 1.95 0.84
```